Computed, not measured: a 8-piece molecular cluster, C22H52BO11P overall, with wB97M-V/def2-TZVPD.

Last column: Mulliken charge in e.
Element x y z (Å)
1 C -1.26998 2.82843 -0.23648  -0.381
2 O -0.15791 2.60446 -1.14335  -0.531
3 B 0.06826 1.20368 -1.40226  1.053
4 O 0.56172 0.38357 -0.30115  -0.593
5 P -0.21874 0.47374 -3.15453  -0.145
6 O -1.59797 -0.56373 -3.22828  -0.485
7 C -2.20280 -0.76745 -1.95910  0.204
8 O -1.90066 -1.72609 -1.19600  -0.398
9 C -3.36829 0.19544 -1.42948  0.601
10 C -4.25870 0.84483 -2.53835  -0.399
11 C -5.39879 1.82396 -2.18951  -0.637
12 C -5.66171 2.10752 -0.66475  -0.054
13 C -4.79808 1.47961 0.45603  -0.409
14 C -3.64410 0.49304 0.06029  -0.161
15 H -1.30158 2.04508 0.59392  0.157
16 H -2.22796 2.82371 -0.88517  0.138
17 H -1.25083 3.87430 0.25147  0.271
18 H 1.55329 0.36635 -0.46193  0.363
19 H -0.54386 1.61312 -3.98165  0.008
20 H -4.09282 0.61290 -3.64583  0.309
21 H -6.03991 2.33596 -2.97297  0.349
22 H -6.52329 2.80479 -0.33591  0.157
23 H -4.96199 1.69318 1.57102  0.290
24 H -2.99239 -0.02871 0.83544  0.463
25 C 5.57255 0.22411 0.24412  -0.982
26 C 4.14343 0.66155 0.48680  -0.085
27 O 3.27273 0.04201 -0.45724  -0.610
28 H 5.88690 0.48671 -0.76874  0.084
29 H 6.25128 0.69626 0.95760  0.359
30 H 5.66558 -0.86264 0.33572  0.419
31 H 4.05047 1.74312 0.37312  0.081
32 H 3.81723 0.39113 1.49576  0.307
33 H 3.35318 -0.91542 -0.34521  0.254
34 C -0.57078 -4.29111 -4.21601  -0.784
35 C -1.30344 -5.26460 -3.31352  -0.234
36 O -1.20304 -4.84855 -1.95860  -0.501
37 H 0.48281 -4.22403 -3.93240  0.235
38 H -0.63566 -4.60299 -5.26163  0.352
39 H -0.99092 -3.28543 -4.12222  0.121
40 H -0.86727 -6.26278 -3.39355  0.276
41 H -2.36246 -5.32792 -3.58485  0.245
42 H -1.59940 -3.96842 -1.89459  0.276
43 C 4.31317 3.71848 -2.85384  -0.989
44 C 5.13443 3.88720 -1.59106  -0.259
45 O 6.19780 2.94139 -1.56584  -0.465
46 H 3.90261 2.70679 -2.91195  0.201
47 H 3.48938 4.43569 -2.88273  0.347
48 H 4.93547 3.86173 -3.74204  0.382
49 H 4.51442 3.72205 -0.70749  0.242
50 H 5.55818 4.89472 -1.53220  0.294
51 H 6.74688 3.09930 -2.34557  0.280
52 C -0.15085 -2.59938 3.02161  -1.265
53 C -0.81783 -1.92863 1.83713  0.425
54 O -1.81690 -1.01596 2.28757  -0.612
55 H -0.88858 -3.13531 3.62523  0.274
56 H 0.61375 -3.30574 2.69023  0.408
57 H 0.31639 -1.85607 3.67507  0.292
58 H -1.30119 -2.67081 1.19956  0.280
59 H -0.08729 -1.38062 1.23531  -0.144
60 H -1.38036 -0.35669 2.84357  0.284
61 C 8.09223 -1.93857 -3.23041  -0.936
62 C 8.32765 -0.47809 -3.56106  -0.209
63 O 7.23831 0.03215 -4.31973  -0.521
64 H 7.97769 -2.52520 -4.14551  0.278
65 H 8.92396 -2.34702 -2.65123  0.320
66 H 7.16960 -2.06115 -2.65534  0.247
67 H 9.23767 -0.36254 -4.15339  0.320
68 H 8.43142 0.11856 -2.64883  0.211
69 H 6.43963 -0.06664 -3.78434  0.296
70 C -1.40655 -3.82499 7.29851  -0.987
71 C -0.44005 -2.72796 7.69894  -0.241
72 O 0.10041 -2.10233 6.54145  -0.484
73 H -0.90274 -4.57337 6.68137  0.250
74 H -1.82489 -4.31779 8.17950  0.344
75 H -2.22725 -3.41824 6.70026  0.300
76 H 0.38881 -3.14123 8.27726  0.282
77 H -0.94131 -1.96870 8.30789  0.268
78 H -0.63730 -1.73145 6.03942  0.259
79 C -8.07435 3.07463 2.98909  -0.935
80 C -8.03233 4.21590 1.99217  -0.260
81 O -8.51175 3.77993 0.72509  -0.504
82 H -7.46672 2.23619 2.63821  0.205
83 H -7.70315 3.39511 3.96551  0.310
84 H -9.09569 2.70096 3.10666  0.357
85 H -7.00801 4.57155 1.86143  0.275
86 H -8.64832 5.05434 2.33204  0.315
87 H -9.42056 3.47516 0.84642  0.284

Computed properties:
frontier orbital gap: 8.41 eV
SMILES: COB(O)POC(=O)c1ccccc1.CCO.CCO.CCO.CCO.CCO.CCO.CCO
2S+1: 1
max |F|: 4.80 eV/A

***

Computed, not measured: C20H30BCl6F10N7NiO4S2 as an isolated structure, with wB97M-V/def2-TZVPD.

Last column: Löwdin spin population.
Element x y z (Å)
1 Ni 3.06246 -4.64782 -2.85462  0.999
2 B 3.96778 -8.16845 -0.63118  0.000
3 F 5.12077 -8.36035 0.07087  0.000
4 F 3.20859 -9.33499 -0.65135  0.000
5 F 3.11952 -7.19080 -0.11549  0.000
6 F 4.33271 -7.79952 -1.83274  0.001
7 C 0.19497 -0.55245 1.02889  -0.001
8 F 0.27109 -1.79065 1.45250  0.010
9 F -1.00741 -0.15655 1.47966  0.000
10 F 1.19751 0.11794 1.53594  0.001
11 S 0.23095 -0.56905 -0.93071  0.017
12 O -0.86602 0.24352 -1.52191  0.063
13 O 1.56007 -0.22398 -1.40553  0.007
14 N -0.02201 -2.29152 -1.35660  0.742
15 S -1.57442 -2.63504 -1.10510  0.060
16 O -1.59879 -4.09242 -1.10840  0.051
17 O -2.25639 -1.94678 0.00038  0.002
18 C -2.52995 -1.95170 -2.69071  0.019
19 F -3.34800 -0.92167 -2.38051  0.008
20 F -1.56342 -1.61392 -3.53253  0.009
21 F -3.20079 -2.87185 -3.29524  0.013
22 C -8.62795 0.28640 -6.23335  0.000
23 C -7.80380 1.47204 -6.53578  0.000
24 N -7.18004 2.42923 -6.68401  0.000
25 H -7.98946 -0.51078 -6.61403  0.000
26 H -9.61702 0.24201 -6.68929  0.000
27 H -8.78764 0.11270 -5.16920  0.000
28 C 6.08528 3.44492 -7.04519  0.000
29 C 7.42756 2.89038 -7.53678  0.000
30 N 8.44134 2.44580 -7.96004  0.000
31 H 5.44163 3.71930 -7.88096  0.000
32 H 6.24534 4.38808 -6.52278  0.000
33 H 5.47396 2.78939 -6.42497  0.000
34 C 7.00767 -2.71926 2.63006  0.000
35 C 6.72047 -2.93805 1.19456  0.000
36 N 6.50756 -3.08648 0.07917  0.000
37 H 7.99947 -2.27911 2.73353  0.000
38 H 6.85447 -3.73415 2.99695  0.000
39 H 6.20386 -2.28016 3.22098  0.000
40 C -1.44000 0.05148 8.83317  0.000
41 C -1.73844 0.13867 10.27466  0.000
42 N -1.99956 0.19679 11.38709  0.000
43 H -0.39708 -0.02412 8.52545  0.000
44 H -1.79829 0.87101 8.21018  0.000
45 H -1.77727 -0.95226 8.57464  0.000
46 C 5.73764 3.66250 7.18792  0.000
47 C 5.74238 4.14411 8.61598  0.000
48 N 5.90134 4.53325 9.71857  0.000
49 H 6.71180 3.21613 6.98832  0.000
50 H 5.54169 4.36713 6.37971  0.000
51 H 4.95948 2.90004 7.15248  0.000
52 C -1.38057 4.25356 -8.06019  0.000
53 C -0.41120 5.34041 -8.02925  0.000
54 N 0.36239 6.18480 -8.07183  0.000
55 H -0.95120 3.26370 -7.90553  0.000
56 H -2.00129 4.32730 -8.95314  0.000
57 H -2.01383 4.47245 -7.20045  0.000
58 Cl 0.92374 6.16669 1.97758  0.000
59 C 2.15478 7.13711 1.06801  0.000
60 C 1.58489 7.41193 -0.33398  0.000
61 Cl 2.74517 8.44745 -1.03641  0.000
62 H 2.98134 6.44369 0.91281  0.000
63 H 2.47349 8.01885 1.62393  0.000
64 H 0.71332 8.06611 -0.35623  0.000
65 H 1.40621 6.54315 -0.96755  0.000
66 Cl -9.50276 2.51418 1.21776  0.000
67 C -8.18095 2.45902 -0.03222  0.000
68 C -7.96969 3.85440 -0.67805  0.000
69 Cl -9.42613 4.41016 -1.62013  0.000
70 H -8.30778 1.66410 -0.76715  0.000
71 H -7.31866 2.14519 0.55606  0.000
72 H -7.09983 4.06175 -1.30131  0.000
73 H -7.89165 4.53289 0.17146  0.000
74 Cl -2.07337 -10.95215 3.51693  0.000
75 C -1.23387 -9.35225 3.61200  0.000
76 C -0.53262 -9.29879 4.95350  0.000
77 Cl 0.35486 -7.73087 5.15911  0.000
78 H -2.02673 -8.61581 3.48113  0.000
79 H -0.54686 -9.33025 2.76605  0.000
80 H 0.23511 -10.07227 4.93294  0.000
81 H -1.21194 -9.38542 5.80151  0.000

Computed properties:
energy above the lowest of the compared OMol25 structures with the same formula, charge and spin: 288.80 kcal per mole
frontier orbital gap (spin up / spin down): 6.02 / 3.88 eV
2S+1: 3
<S²>: 2.007
max |F|: 6.87 eV/A

***

Computed, not measured: C16H17N5O2 in the gas phase, with wB97M-V/def2-TZVPD.

Last column: Mulliken charge in e.
Element x y z (Å)
1 C -2.02412 -2.70212 -0.65342  -1.025
2 H -2.84961 -3.41796 -0.57187  0.382
3 O -2.48138 -1.42192 -1.01520  -0.338
4 C -3.18313 -0.69248 -0.11793  0.590
5 C -3.72046 -1.19785 1.06315  -0.501
6 C -4.45866 -0.38230 1.90317  -0.648
7 C -4.67790 0.94419 1.58210  -0.706
8 C -4.13675 1.45537 0.41435  -0.470
9 C -3.38967 0.65962 -0.43756  0.854
10 C -2.72612 1.25304 -1.65545  -1.343
11 N -1.60024 2.10124 -1.28284  -0.148
12 C -0.43227 1.52970 -0.93901  0.416
13 N -0.07471 0.29648 -1.20611  -0.361
14 C 1.19034 0.15769 -0.75988  0.243
15 N 1.94973 -0.90134 -0.80496  -0.811
16 C 3.17189 -0.72036 -0.28242  0.920
17 C 3.66271 0.44232 0.26419  0.067
18 C 2.87848 1.62615 0.34313  0.671
19 O 3.12545 2.73866 0.78004  -0.750
20 N 1.61430 1.35072 -0.20374  0.374
21 N 0.55532 2.21763 -0.29498  -0.785
22 H 0.68699 3.19138 -0.07175  0.198
23 C 5.08206 0.27370 0.71965  -0.903
24 H 5.25395 0.72469 1.69680  0.343
25 H 5.76076 0.75486 0.00969  0.241
26 C 5.26541 -1.25407 0.72521  -0.567
27 H 6.27558 -1.54610 0.44388  0.318
28 H 5.06817 -1.63911 1.72663  0.272
29 C 4.21023 -1.80077 -0.24949  -0.527
30 H 3.79015 -2.75559 0.06220  0.306
31 H 4.61942 -1.92990 -1.25429  0.230
32 H -1.83558 2.95488 -0.79717  0.266
33 H -3.42589 1.87021 -2.22305  0.492
34 H -2.32948 0.45486 -2.28094  0.457
35 H -4.29934 2.49345 0.15738  0.392
36 H -5.26018 1.57639 2.23451  0.386
37 H -4.86801 -0.79348 2.81393  0.373
38 H -3.56914 -2.23131 1.33200  0.424
39 H -1.46436 -2.67546 0.28539  0.405
40 H -1.35397 -3.00515 -1.45534  0.263

Computed properties:
energy above the lowest of the compared OMol25 structures with the same formula, charge and spin: 15.18 kcal per mole
frontier orbital gap: 8.54 eV
SMILES: COc1ccccc1CNc1nc2nc3c(c(=O)n2[nH]1)CCC3
2S+1: 1
max |F|: 0.74 eV/A

***

Computed, not measured: a 8-piece molecular cluster, CH14F3O10S overall, with wB97M-V/def2-TZVPD.

Last column: Mulliken charge in e.
Element x y z (Å)
1 C -4.10150 0.04011 0.61899  0.562
2 F -4.73626 -1.16507 0.65073  -0.218
3 F -4.50151 0.69712 -0.48308  -0.207
4 F -4.34039 0.72362 1.78702  -0.218
5 S -2.19730 -0.24677 0.45292  1.069
6 O -2.08466 -1.20844 -0.66441  -0.671
7 O -1.52819 1.02667 0.17849  -0.648
8 O -1.67503 -0.81718 1.69335  -0.670
9 O 2.08293 5.64880 2.53753  -0.645
10 H 1.37713 5.14216 2.13580  0.332
11 H 1.63401 6.31997 3.05159  0.313
12 O 2.76627 -4.05526 -3.04969  -0.648
13 H 2.00541 -3.51744 -2.83040  0.335
14 H 2.52147 -4.93968 -2.77747  0.314
15 O 3.93228 2.69858 -2.75693  -0.643
16 H 4.74851 2.51032 -2.29372  0.314
17 H 3.25053 2.59731 -2.09270  0.330
18 O 1.35169 -0.57070 6.58513  -0.649
19 H 0.82497 -0.59472 5.78625  0.336
20 H 1.69994 -1.45828 6.66976  0.313
21 O -3.01011 -5.11007 -4.81083  -0.648
22 H -2.91998 -6.00990 -4.49715  0.312
23 H -2.87305 -4.56979 -4.03268  0.336
24 O -1.56048 5.64606 -2.64226  -0.651
25 H -1.66105 4.78627 -2.23376  0.338
26 H -2.05304 5.58208 -3.46051  0.313
27 O 3.86050 -3.33965 2.35448  -0.649
28 H 2.96146 -3.02869 2.46054  0.331
29 H 4.22544 -2.78744 1.66301  0.319

Computed properties:
energy above the lowest of the compared OMol25 structures with the same formula, charge and spin: 45.97 kcal per mole
frontier orbital gap: 8.14 eV
2S+1: 1
max |F|: 3.39 eV/A
charge: -1

***

Molar mass: 534.43, 968.84, 311.35, 275.17 (g mol⁻¹)